Entry from the OMol25 dataset: 2 unconnected molecules or ions with the total composition C3H6NOS2 at a distorted geometry (ωB97M-V/def2-TZVPD).

The value obtained for the HOMO-LUMO gap is 6.68 eV. The calculated total energy comes out at -1044.237594 Ha. The HOMO energy is -3.05 eV. The max |F| is 4.06 eV/Å. The LUMO energy is 3.623 eV.

Geometry as ORCA input:
```
! wB97M-V def2-TZVPD RIJCOSX def2/J DEFGRID3
* xyz -1 1
C -0.22 -0.27 1.76
C 0.37 -1.14 0.62
C 0.28 0.92 0.91
N 0.69 0.09 -0.08
O 1.16 0.22 -1.30
S -0.86 0.59 -3.46
S 0.31 2.50 1.16
H -1.31 -0.42 1.96
H 0.43 -0.27 2.66
H 1.22 -1.69 0.90
H -0.33 -1.80 0.05
H 0.04 0.59 -2.54
H -1.79 0.67 -2.64
*
```

Atomic partial charges in e from the natural (NBO) method, atoms 1 to 5: atom 1 (C): -0.46, atom 2 (C): -0.22, atom 3 (C): 0.01, atom 4 (N): -0.01, atom 5 (O): -0.67